The following is a quantum chemistry calculation of C3H12N2O as an isolated structure, from the OMol25 dataset.

Properties
Total charge   0
Energy above the lowest of the compared OMol25 structures with the same formula, charge and spin   445.08 kJ/mol
HOMO-LUMO gap   7.721 eV
DFT total energy   -306.07442 Ha
LUMO   0.83 eV

Last column: Löwdin charge in e.
Atoms and positions in Å:
C -1.31593 -0.15814 -0.00974  -0.379
C -2.24766 -0.95674 0.73897  -0.150
C -0.78955 1.08945 0.66348  -0.108
N 0.15450 -1.33887 -0.07070  0.072
H -1.55363 0.03322 -1.05936  0.104
H 0.23106 -2.07040 -0.77298  0.076
H 1.06028 -1.07536 0.32866  0.059
H -2.98711 -1.52611 0.18314  0.010
H 0.12593 1.43247 0.18053  0.043
H -1.50532 1.90736 0.58187  0.081
H -0.53361 -1.78569 0.66478  0.087
H -2.60576 -0.57219 1.68878  0.019
H -0.59928 0.90675 1.72171  0.081
N 2.44068 0.89764 -1.47617  -0.027
O 2.65375 0.73639 -0.05477  -0.170
H 2.73512 1.64625 0.26140  0.080
H 3.19857 0.38053 -1.91580  0.072
H 1.53799 0.45345 -1.65380  0.052



The following is a quantum chemistry calculation of a 8-piece molecular cluster, C12H24F2N6O18 overall, from the OMol25 dataset.

Properties
Total charge   -1
HOMO-LUMO gap (spin up / spin down)   3.039 / 6.742 eV
DFT total energy   -2353.67838 Ha
<S²>   0.753
2S+1   2
LUMO (spin up / spin down)   1.86 / 1.86 eV

Last column: Löwdin charge in e.
Atoms and positions in Å:
C 0.01493 0.00830 0.83425  0.059
N -0.48420 -0.90419 -0.26332  -0.390
O 0.42684 -1.40728 -0.91319  0.036
O -1.67167 -0.92494 -0.58070  0.031
H 0.67514 -0.61682 1.43546  0.076
H -0.79605 0.44449 1.41748  0.084
H 0.56264 0.78878 0.30608  0.090
C -4.61926 -2.94878 -1.62710  0.036
N -5.06140 -2.89404 -0.21565  -0.440
O -4.44042 -2.15674 0.56891  0.042
O -6.01562 -3.56274 0.12517  0.047
H -5.05551 -3.85317 -2.05121  0.101
H -3.53184 -2.99961 -1.57204  0.083
H -5.03824 -2.00356 -1.97224  0.078
C -0.70623 -3.11407 -3.51101  0.031
N -1.66409 -2.19097 -4.27254  -0.408
O -1.11426 -1.49406 -5.08564  0.070
O -2.89508 -2.29294 -4.09819  0.007
H -0.06937 -3.63311 -4.22734  0.096
H -1.22578 -3.73458 -2.78085  0.092
H -0.15010 -2.35836 -2.95628  0.065
C -3.66246 0.74166 -2.64980  0.054
N -5.12658 0.96105 -2.35361  -0.399
O -5.68907 1.94266 -2.91222  0.021
O -5.65012 0.21889 -1.54955  0.057
H -3.38408 1.57884 -3.28990  0.094
H -3.43676 -0.11435 -3.28572  0.071
H -3.12916 0.66638 -1.70215  0.086
C 3.19321 -3.19320 3.55844  -0.062
N 2.76173 -1.87600 3.08887  -0.628
O 1.80488 -1.43707 3.76671  -0.201
O 3.22798 -1.38380 2.06958  -0.169
H 4.20216 -3.20593 3.97070  0.061
H 3.17874 -3.87717 2.70987  0.046
H 2.48918 -3.59497 4.28715  0.065
C 3.16525 -4.12551 -0.84458  0.037
N 2.54743 -4.71840 -2.02281  -0.400
O 1.35066 -4.40506 -2.23226  0.025
O 3.20372 -5.56657 -2.65188  0.042
H 4.18753 -3.95980 -1.18453  0.105
H 3.18642 -4.86535 -0.04440  0.103
H 2.60558 -3.26163 -0.48598  0.094
C 3.17751 2.90677 1.33615  -0.064
C 4.62762 3.39623 1.03911  -0.316
O 4.42062 4.11230 -0.13235  0.125
C 3.26263 3.70626 -0.73482  -0.538
O 2.96700 3.98279 -1.87492  0.149
O 2.54960 2.99433 0.10890  0.098
F 5.37572 2.31075 0.81404  0.086
H 2.78274 3.53425 2.13523  0.127
H 3.09166 1.88401 1.70316  0.147
H 5.12044 4.02297 1.78236  0.165
C -1.13223 5.51885 3.64578  -0.070
C 0.01042 6.06961 2.71466  -0.285
O -0.00813 5.09602 1.70590  0.126
C -0.56075 3.94235 2.16781  -0.424
O -0.51679 2.81957 1.56522  0.100
O -1.11637 4.14104 3.39492  0.081
F 1.18704 6.21735 3.37537  0.070
H -2.10554 5.97750 3.47143  0.132
H -1.06520 5.66300 4.72412  0.138
H -0.23436 7.02767 2.25607  0.164



The following is a quantum chemistry calculation of a 2-piece molecular cluster, C4H10NO overall, from the OMol25 dataset.

Properties
Total charge   -1
Energy above the lowest of the compared OMol25 structures with the same formula, charge and spin   370.88 kJ/mol
HOMO-LUMO gap   5.127 eV
DFT total energy   -288.25038 Ha
LUMO   3.07 eV

Last column: Löwdin charge in e.
Atoms and positions in Å:
C -3.60236 0.50080 0.11618  -0.679
O -4.74412 -0.16392 -0.02799  -0.374
C -2.35010 -0.20358 -0.45826  -0.174
C 2.01385 -0.14420 -0.33875  -0.003
C 3.26003 0.29028 -0.11453  -0.263
N 4.21495 -0.46146 0.82582  -0.014
H -3.33536 0.71060 1.21015  0.060
H -3.54847 1.56053 -0.27304  0.057
H 1.51281 0.11941 -1.25748  0.055
H -2.13194 -1.12718 0.09058  0.040
H -2.68722 -0.55633 -1.43942  0.047
H 1.56240 -0.56406 0.55435  0.068
H 3.76385 1.22319 -0.34655  0.089
H 3.34004 -0.21643 1.28701  0.013
H 4.22322 -1.44333 0.57857  0.045
H -1.49160 0.47567 -0.40664  0.033



The following is a quantum chemistry calculation of one molecule with the formula C6H7NS, from the OMol25 dataset.

Properties
Total charge   0
Energy above the lowest of the compared OMol25 structures with the same formula, charge and spin   312.65 kJ/mol
HOMO-LUMO gap   8.432 eV
DFT total energy   -685.65080 Ha
LUMO   -0.09 eV

Last column: Löwdin charge in e.
Atoms and positions in Å:
C 3.25712 0.32625 -0.04016  -0.102
C 1.82364 0.60870 -0.06895  -0.047
C 0.63177 0.88208 -0.10281  -0.062
C -0.77980 1.08159 -0.17142  -0.854
S -1.44115 2.55719 -0.00988  0.708
N -1.44659 -0.08304 -0.51142  -0.134
C -2.70676 -0.47835 -0.00252  -0.112
C -1.46279 -1.34991 0.11907  -0.095
H 3.51979 -0.52333 -0.70206  0.085
H 3.84580 1.20327 -0.39416  0.091
H 3.56500 0.08283 0.98123  0.079
H -2.94650 0.02172 0.96774  0.115
H -3.56033 -0.72294 -0.66743  0.118
H -1.28166 -2.23637 -0.48406  0.108
H -1.01755 -1.36969 1.08685  0.101



The following is a quantum chemistry calculation of a 2-piece molecular cluster, C21H25 overall, from the OMol25 dataset.

Properties
Total charge   +1
Energy above the lowest of the compared OMol25 structures with the same formula, charge and spin   86.64 kJ/mol
HOMO-LUMO gap   6.897 eV
DFT total energy   -814.89929 Ha
LUMO   -5.31 eV

Last column: Löwdin charge in e.
Atoms and positions in Å:
C 0.28748 1.36355 0.28321  -0.054
C -0.98448 1.24539 1.07563  -0.212
C -2.12950 1.88057 0.55040  -0.040
C -3.36766 1.72105 1.17000  -0.065
C -3.50364 0.85412 2.25734  -0.060
C -2.37261 0.21062 2.76851  -0.055
C -1.10457 0.44549 2.22140  -0.036
C 1.60063 1.15799 0.99655  -0.207
C 2.56882 2.17452 1.02212  -0.023
C 3.78987 1.96246 1.65578  -0.062
C 4.07755 0.73924 2.27594  -0.061
C 3.14849 -0.30052 2.18622  -0.059
C 1.92796 -0.10135 1.52054  -0.066
H 0.26150 2.32227 -0.26149  0.139
H -2.03542 2.51159 -0.34516  0.124
H -4.23919 2.24806 0.78767  0.112
H -4.48639 0.68578 2.69224  0.113
H -2.46952 -0.48441 3.59938  0.113
H -0.21743 0.01555 2.68563  0.107
H 2.32875 3.12900 0.55231  0.119
H 4.52690 2.76122 1.67041  0.112
H 5.00586 0.59569 2.83494  0.115
H 3.34917 -1.28057 2.63088  0.114
H 1.22420 -0.94369 1.42510  0.107
C -2.84807 -2.57943 -0.31381  -0.088
C -1.43991 -1.99933 -0.37506  -0.251
C -1.28452 -1.00653 -1.52654  -0.141
C 0.11114 -0.46213 -1.68413  -0.175
H 0.24921 0.54289 -0.56390  0.093
C 0.38331 0.39384 -2.94388  -0.097
C 1.47690 -0.40276 -3.71002  -0.133
C 2.07275 -1.27066 -2.63093  0.034
C 1.25482 -1.35580 -1.54030  -0.025
H -2.95714 -3.18869 0.58871  0.082
H -3.59866 -1.78066 -0.29158  0.079
H -3.04324 -3.21611 -1.18131  0.081
H -1.18704 -1.50174 0.56967  0.090
H -0.72278 -2.82376 -0.47490  0.111
H -1.57917 -1.50781 -2.46984  0.160
H -1.98711 -0.16467 -1.38546  0.130
H -0.51405 0.63542 -3.52534  0.132
H 0.84013 1.34271 -2.62192  0.131
H 0.98989 -1.00887 -4.49968  0.140
H 2.19416 0.25611 -4.21127  0.123
H 2.99782 -1.81469 -2.79179  0.128
H 1.40480 -2.00095 -0.67227  0.120



The following is a quantum chemistry calculation of one molecule with the formula C23H20ClN3O3, from the OMol25 dataset.

Properties
Total charge   0
Energy above the lowest of the compared OMol25 structures with the same formula, charge and spin   120.46 kJ/mol
HOMO-LUMO gap   8.809 eV
DFT total energy   -1738.65729 Ha
LUMO   -0.08 eV

Last column: Löwdin charge in e.
Atoms and positions in Å:
O 2.10482 -1.81522 -2.65651  0.035
C 1.74909 -0.68845 -2.37251  -0.451
C 0.39664 -0.14239 -2.93683  0.009
N -0.61795 0.14207 -1.86512  0.048
C -0.53643 1.33898 -1.10937  -0.296
O 0.55281 1.91390 -1.10515  0.055
C -1.58086 1.89942 -0.23748  -0.063
C -1.24826 2.72582 0.80623  -0.012
C -2.24047 3.27725 1.61318  -0.043
C -3.57843 2.97547 1.31308  -0.106
N -3.93242 2.21900 0.25490  0.160
C -2.93615 1.68888 -0.49670  -0.236
O -3.33338 0.96781 -1.59787  0.069
C -2.96910 -0.34169 -1.51210  -0.190
C -4.00129 -1.30050 -1.33213  0.021
C -3.66640 -2.62651 -1.20280  -0.107
C -2.33613 -3.10862 -1.30021  -0.639
Cl -1.99190 -4.82492 -1.25784  0.656
C -1.34211 -2.14044 -1.52265  -0.022
C -1.64143 -0.75188 -1.62635  -0.165
N 2.56378 0.05667 -1.55276  0.076
C 3.83870 -0.42545 -0.97616  -0.155
C 4.11556 0.19591 0.41935  -0.168
C 3.59996 -0.73126 1.52005  -0.169
C 2.16686 -0.45862 1.86672  -0.239
C 1.84886 0.61860 2.73489  -0.027
C 0.51253 0.86632 3.11433  -0.101
C -0.47253 0.03535 2.63583  -0.107
C -0.17118 -1.02114 1.74874  -0.065
C 1.14857 -1.24995 1.35255  -0.040
H -0.01268 -0.88688 -3.61007  0.131
H 0.63541 0.74465 -3.51419  0.129
H -0.21461 2.93741 1.06569  0.125
H -1.93276 3.87548 2.47479  0.110
H -4.35343 3.31583 1.98754  0.105
H -5.03286 -0.99598 -1.33814  0.123
H -4.46651 -3.38292 -1.11105  0.113
H -0.29090 -2.48329 -1.61095  0.120
H 2.24667 0.96839 -1.25099  0.096
H 4.66303 -0.16385 -1.66037  0.115
H 3.88525 -1.53817 -0.94492  0.121
H 5.17825 0.31031 0.58162  0.102
H 3.76418 1.20028 0.50232  0.103
H 3.73822 -1.79641 1.24245  0.122
H 4.22147 -0.55514 2.42536  0.120
H 2.65355 1.19985 3.16393  0.107
H 0.28961 1.62371 3.90118  0.117
H -1.50347 0.11537 2.93109  0.099
H -0.89152 -1.71671 1.39624  0.086
H 1.42129 -2.06631 0.64914  0.127